Record 1
Here is a 2-piece molecular cluster, CH3Br3P overall from the Open Molecules 2025 dataset. Energies are from ωB97M-V/def2-TZVPD.

```
8
Properties=species:S:1:pos:R:3:forces:R:3:lowdin_charge:R:1
C 0.84429 0.78633 -1.72999 2.11 -0.95 0.92 -0.39
P -1.55357 -1.69739 1.89396 0.26 1.14 0.50 0.13
Br -0.07064 -1.49415 3.45444 -0.65 -0.11 -0.70 0.34
Br 0.67518 -0.29409 -0.05746 0.20 0.25 0.52 0.51
Br -2.91573 -0.04255 2.22115 0.64 -0.79 -0.15 0.34
H 1.84269 1.22717 -1.79114 0.00 0.24 0.98 0.03
H 0.13486 1.58210 -1.61839 -0.84 -0.33 -1.01 0.02
H 1.04291 -0.06741 -2.37257 -1.71 0.55 -1.04 0.02
```
Positions in Å, forces in eV/Å.

Its total charge is +1. Its LUMO energy is -7.69 eV. The frontier orbital gap is 6.5 eV. The spin multiplicity is 1. The HOMO energy is -14.202 eV. For the energy relative to the best compared isomer or geometry (same formula, charge and spin), the calculation gives 52.63 kcal/mol. The total energy is -8102.9905 Ha.

=====

Record 2
Here is one molecule with the formula C11H17NOSi from the Open Molecules 2025 dataset. Energies are from ωB97M-V/def2-TZVPD.

```
31
Properties=species:S:1:pos:R:3:forces:R:3:lowdin_charge:R:1
C -0.65113 2.54401 -1.19373 -0.51 1.33 -2.34 -0.16
O 0.37907 3.28713 -0.59154 -0.81 -0.34 -0.19 -0.27
Si 0.74303 3.02777 0.98300 1.55 -0.29 0.34 0.66
C 2.23902 4.15566 0.93397 1.07 0.75 0.12 -0.21
C 0.23811 1.74795 2.05273 0.30 1.56 -1.75 -0.26
C -0.94275 0.89312 1.70321 1.97 -2.03 1.98 -0.29
C -0.56207 -0.63329 1.69076 -0.36 -1.42 -0.13 -0.18
N 0.46225 -1.08380 0.69420 -4.09 -1.92 -0.40 0.02
C 0.11300 -2.05497 -0.32057 -0.56 0.27 1.82 -0.20
C -1.28120 -2.39170 -0.54431 2.21 1.52 0.49 -0.06
C -1.66006 -3.31028 -1.45773 0.88 -2.82 -0.85 -0.09
C -0.65493 -4.08501 -2.15133 -1.29 1.38 -0.13 -0.08
C 0.64473 -3.68592 -1.95176 -1.23 -0.55 0.84 -0.13
C 1.08799 -2.81526 -0.97808 -1.98 1.58 -0.82 -0.04
H -0.99460 2.97831 -2.20413 0.85 -0.49 1.54 0.12
H -1.49256 2.47610 -0.58078 -1.67 0.48 1.02 0.05
H -0.39267 1.53507 -1.30719 0.88 -1.55 -0.65 0.06
H 3.12196 3.71572 0.32075 -1.35 0.30 1.54 0.06
H 1.94615 5.00022 0.22494 0.16 -0.71 1.42 0.04
H 2.52178 4.50523 1.99888 -0.04 -0.33 -2.00 0.05
H 0.64826 1.71907 3.04695 0.04 -0.05 0.29 0.03
H -1.24011 1.00980 0.72279 -1.13 0.86 -1.81 0.03
H -1.70512 1.07309 2.45227 -0.63 -0.29 -0.21 0.10
H -0.23834 -0.99585 2.73179 -0.61 0.48 -1.39 0.13
H -1.48019 -1.21582 1.30405 1.44 1.14 1.85 0.09
H 1.27041 -0.59369 0.58442 2.55 1.47 -0.20 0.07
H -1.98580 -1.77088 -0.03072 -0.62 -0.24 -0.22 0.08
H -2.69230 -3.63466 -1.51115 -0.12 0.38 -0.31 0.10
H -0.88432 -4.79538 -2.97046 -0.05 0.46 0.87 0.10
H 1.37549 -4.13597 -2.50828 1.80 -1.17 -1.51 0.07
H 2.06691 -2.46574 -1.14295 1.37 0.24 0.78 0.09
```
Positions in Å, forces in eV/Å.

Its SMILES is CO/[Si](C)=C\CCNc1ccccc1. Its LUMO energy is 0.37 eV. The frontier orbital gap is 8.0 eV. The spin multiplicity is 1. The HOMO energy is -7.651 eV. For the energy relative to the best compared isomer or geometry (same formula, charge and spin), the calculation gives 65.64 kcal/mol. The total energy is -848.7382 Ha.

=====

Record 3
Here is one molecule with the formula C23H26N4O3S2 from the Open Molecules 2025 dataset. Energies are from ωB97M-V/def2-TZVPD.

```
58
Properties=species:S:1:pos:R:3:forces:R:3:lowdin_charge:R:1
C -1.54284 -4.52122 0.73327 0.09 -0.06 -0.20 -0.10
C -0.24573 -4.36768 -0.04688 -0.22 -0.13 0.14 -0.17
C 0.45096 -3.07187 0.22386 0.34 0.04 -0.12 -0.35
N -0.18901 -2.15298 0.93744 -0.16 -0.05 0.14 0.12
C 0.39582 -0.99944 1.17868 0.07 -0.02 0.02 -0.48
S -0.55191 0.18737 2.06662 -0.24 0.21 0.22 1.04
C -2.18269 -0.63815 2.11467 0.55 -0.06 -0.03 -0.32
C -2.91769 -0.54529 0.79323 -0.04 -0.04 0.32 -0.50
O -3.10261 -1.53730 0.11340 -0.02 -0.32 -0.21 0.04
N -3.40997 0.66050 0.41876 -0.31 0.14 -0.15 -0.06
C -4.00830 0.77377 -0.89560 -0.07 -0.18 -0.09 -0.10
C -2.96353 1.35957 -1.87475 -0.13 -0.10 -0.23 -0.10
N -1.92371 2.00354 -1.10999 -0.07 0.09 0.00 -0.04
C -0.58562 1.76680 -1.15688 0.10 0.18 -0.12 -0.37
O 0.20042 2.49067 -0.56935 0.25 0.04 -0.05 0.06
C -0.10722 0.59757 -1.92442 -0.46 -0.78 0.10 -0.18
C -0.53799 -0.70486 -2.01923 0.13 0.76 0.04 -0.01
C 0.45592 -1.39463 -2.74622 0.44 0.30 -0.26 -0.05
C 1.41794 -0.47245 -3.03168 -0.28 -0.82 -0.12 -0.12
O 1.09426 0.72245 -2.53243 0.12 0.58 0.12 0.07
C -2.44917 2.85065 -0.06431 0.21 0.09 0.16 -0.09
C -3.11872 1.94882 1.00661 -0.05 0.15 0.16 -0.12
C 1.69354 -0.72054 0.73774 -0.10 -0.73 -0.36 -0.18
C 2.56921 0.39851 0.85976 0.36 0.23 -0.14 -0.21
C 3.72167 0.21734 0.17129 -0.24 -0.38 0.00 -0.45
S 3.82266 -1.33908 -0.63372 -0.12 0.22 0.25 1.10
C 2.25372 -1.76438 -0.03496 -0.18 0.37 0.33 -0.53
N 1.66022 -2.91413 -0.29144 0.24 -0.42 -0.24 0.13
C 4.82566 1.21049 0.07266 0.09 0.17 -0.03 -0.20
C 4.31079 2.58217 0.51102 0.16 -0.08 0.15 -0.19
C 3.56011 2.45789 1.83368 -0.14 0.06 -0.11 -0.18
C 2.28360 1.64398 1.63377 0.05 0.21 0.10 -0.16
H -2.02514 -5.46083 0.47491 -0.05 -0.11 0.01 0.07
H -2.21574 -3.70074 0.50016 -0.09 0.01 0.07 0.04
H -1.34441 -4.51435 1.80241 -0.05 0.00 0.13 0.07
H -0.44859 -4.41176 -1.12038 0.06 -0.06 -0.05 0.11
H 0.45163 -5.17808 0.17846 0.01 0.02 -0.11 0.11
H -1.99468 -1.69149 2.31930 -0.20 0.13 0.00 0.08
H -2.73622 -0.17165 2.92807 0.03 0.01 0.01 0.09
H -4.88026 1.42825 -0.81707 0.02 -0.02 -0.01 0.13
H -4.32997 -0.21859 -1.21140 -0.03 0.19 0.01 0.12
H -2.53119 0.58809 -2.50683 -0.10 0.11 0.04 0.11
H -3.43976 2.10960 -2.52008 0.02 -0.11 0.01 0.13
H -1.41899 -1.14027 -1.59061 -0.27 0.01 0.14 0.10
H 0.46028 -2.43294 -3.00481 0.08 -0.22 -0.06 0.11
H 2.34589 -0.55000 -3.56294 0.13 0.11 -0.05 0.12
H -3.17269 3.54582 -0.49936 0.03 -0.01 0.02 0.13
H -1.62096 3.41402 0.36541 -0.17 0.01 -0.05 0.12
H -4.05503 2.40476 1.35023 0.10 0.01 0.04 0.13
H -2.45381 1.83198 1.85867 -0.13 0.06 -0.06 0.07
H 5.65641 0.89723 0.71458 0.04 0.04 -0.05 0.12
H 5.20401 1.24791 -0.95137 0.05 0.02 0.01 0.11
H 3.62778 2.97106 -0.24588 0.00 0.06 -0.08 0.12
H 5.14860 3.27458 0.60849 -0.02 0.03 -0.05 0.11
H 4.20187 1.96557 2.56862 0.04 0.03 0.07 0.12
H 3.30456 3.44676 2.21653 0.03 0.00 0.06 0.11
H 1.55109 2.23087 1.07365 0.01 -0.02 0.13 0.09
H 1.83555 1.38608 2.59658 0.05 0.04 0.02 0.09
```
Positions in Å, forces in eV/Å.

Its SMILES is CCc1nc(SCC(=O)N2CCN(C(=O)c3ccco3)CC2)c2c3c(sc2n1)CCCC3. Its LUMO energy is 0.52 eV. The frontier orbital gap is 8.4 eV. The spin multiplicity is 1. The HOMO energy is -7.875 eV. For the energy relative to the best compared isomer or geometry (same formula, charge and spin), the calculation gives 0.09 kcal/mol. The total energy is -2133.2171 Ha.

=====

Record 4
Here is a 7-piece molecular cluster, C12H38BFNO7 overall from the Open Molecules 2025 dataset. Energies are from ωB97M-V/def2-TZVPD.

```
60
Properties=species:S:1:pos:R:3:forces:R:3:lowdin_charge:R:1
C 4.79873 -0.16404 -0.25994 0.41 0.23 -0.60 -0.08
C 3.71788 0.50117 -1.08448 -0.34 0.00 0.29 -0.25
N 2.38060 0.02978 -0.72409 -0.42 0.22 -0.71 -0.07
C 1.34382 0.73254 -1.52138 -0.07 1.20 0.38 -0.21
C 0.17803 1.30330 -0.70068 -0.45 -0.96 0.03 -0.17
B -0.43953 0.34528 0.48808 0.00 0.42 0.16 -0.58
F -0.12681 0.99408 1.78339 -0.13 -0.31 0.01 -0.16
C 2.30782 -1.38537 -0.79579 -0.14 0.75 -1.29 -0.53
C 2.11541 -2.09467 -2.10815 -0.35 0.37 -0.89 0.00
O 2.42946 -2.03723 0.17699 0.61 -1.64 2.48 0.10
H 4.46959 -0.27922 0.76298 0.00 -0.26 0.14 0.05
H 5.67545 0.47619 -0.26493 0.25 0.13 0.08 0.07
H 5.11826 -1.10517 -0.69630 -0.13 -0.36 0.21 0.07
H 3.86914 0.41333 -2.17042 0.32 -0.09 -0.06 0.11
H 3.73567 1.56168 -0.85464 -0.13 0.28 -0.04 0.11
H 0.92736 0.13806 -2.33506 0.18 -0.35 0.03 0.11
H 1.84349 1.57459 -2.00276 0.02 -0.32 -0.07 0.07
H 0.40498 2.27501 -0.25960 0.28 0.09 0.03 0.08
H -0.63191 1.47291 -1.41473 -0.05 0.22 -0.18 0.07
H -1.67124 0.25319 0.37909 -0.26 0.14 0.11 0.03
H -0.02117 -0.79952 0.46275 0.22 -0.09 0.04 0.03
H 2.29609 -3.15559 -2.04561 0.15 -0.26 0.43 0.07
H 1.08311 -1.98236 -2.41949 -0.24 0.01 -0.11 0.07
H 2.72755 -1.70235 -2.92050 0.08 0.30 0.03 0.08
C -3.98759 -0.79644 2.82761 0.19 0.12 -0.15 -0.15
O -4.06085 0.46147 2.17200 -0.16 0.18 0.12 -0.15
H -4.99014 -1.22186 2.86024 -0.02 0.04 -0.01 0.07
H -3.32588 -1.46529 2.27126 0.00 -0.09 0.11 0.08
H -3.61456 -0.67854 3.84803 -0.01 -0.12 0.02 0.08
H -3.15963 0.81620 2.14536 0.01 -0.08 -0.40 0.08
C 4.00815 3.25944 -3.57752 -0.31 0.07 -0.16 -0.15
O 2.69106 2.72070 -3.58416 0.30 0.25 -0.29 -0.13
H 4.60571 2.67389 -2.88402 -0.04 -0.04 0.03 0.06
H 4.45590 3.19829 -4.57409 0.13 0.03 0.05 0.07
H 3.99668 4.30172 -3.24645 0.14 0.00 0.01 0.08
H 2.16701 3.24494 -4.19930 -0.05 -0.10 0.11 0.08
C -4.90546 -2.33998 -0.55198 0.03 0.45 0.21 -0.16
O -5.17886 -0.96078 -0.75769 -0.21 -0.13 0.02 -0.12
H -5.04153 -2.85758 -1.49913 0.00 0.04 -0.03 0.07
H -3.87439 -2.47431 -0.21591 -0.01 -0.17 0.00 0.06
H -5.59596 -2.75911 0.18816 0.07 -0.17 -0.02 0.07
H -5.04604 -0.50476 0.08324 0.22 0.07 -0.13 0.05
C -6.10476 3.61541 2.29728 0.15 -0.27 -0.16 -0.18
O -5.86922 3.02223 1.03121 -0.11 0.02 0.09 -0.13
H -6.58068 4.58080 2.13422 0.00 0.00 -0.04 0.07
H -6.76804 2.98869 2.90158 0.00 0.10 0.11 0.07
H -5.16372 3.76767 2.83315 -0.06 0.06 0.11 0.08
H -5.44756 2.16900 1.19193 0.12 -0.01 -0.05 0.05
C 3.82042 -0.19365 3.87413 -0.10 0.10 -0.23 -0.16
O 4.31219 0.85910 3.05345 -0.02 0.01 -0.01 -0.14
H 4.52940 -0.34516 4.68655 0.05 0.05 -0.02 0.07
H 2.84570 0.06869 4.29176 -0.02 -0.11 0.04 0.08
H 3.72938 -1.11867 3.29877 -0.06 -0.05 0.09 0.08
H 3.67171 0.98051 2.34076 0.00 0.03 0.09 0.07
C -0.89507 -3.48676 -0.52743 0.13 -0.32 -0.09 -0.15
O -0.66220 -3.98944 -1.84968 -0.12 -0.06 -0.05 -0.14
H -1.39332 -2.52444 -0.60385 0.09 0.04 -0.06 0.06
H -1.53463 -4.18483 0.02386 -0.02 0.10 0.11 0.07
H 0.05239 -3.35548 -0.00251 -0.08 0.14 0.11 0.07
H -0.21738 -4.83732 -1.75556 0.00 0.11 -0.04 0.07
```
Positions in Å, forces in eV/Å.

Its total charge is -1. Its LUMO energy is 2.65 eV. The frontier orbital gap is 7.4 eV. The spin multiplicity is 1. The HOMO energy is -4.749 eV. For the energy relative to the best compared isomer or geometry (same formula, charge and spin), the calculation gives 10.18 kcal/mol. The total energy is -1186.1161 Ha.

=====

Record 5
Here is a 2-piece molecular cluster, C2H7NO2S2 overall from the Open Molecules 2025 dataset. Energies are from ωB97M-V/def2-TZVPD.

```
14
Properties=species:S:1:pos:R:3:forces:R:3:lowdin_charge:R:1
C -1.88225 -0.12221 0.80295 0.95 2.37 0.02 -0.13
C -1.82504 -0.35045 -1.52728 2.07 0.64 -2.32 -0.04
N -1.23773 -0.27371 -0.44405 3.25 1.26 0.33 -0.12
O 1.29662 -0.11037 0.96668 0.89 0.15 1.49 -0.39
O 2.77560 -1.46067 -0.35762 0.51 -2.31 -2.26 -0.49
S 3.46666 1.43387 -0.41160 -0.14 -0.95 0.73 0.36
S 2.82900 -0.50110 0.66348 -1.09 3.23 0.96 0.64
H -1.58203 -0.92003 1.38304 -0.10 -1.87 1.56 0.06
H -1.56364 0.80300 1.38890 0.21 -0.99 -1.07 0.12
H -2.88185 0.06331 0.61319 -2.65 -0.38 0.31 0.05
H -2.85849 -0.43426 -1.52830 -2.35 -0.08 -0.56 0.05
H -1.22191 -0.20967 -2.52028 -1.23 -0.77 1.82 0.12
H 0.68563 0.13524 0.25565 -0.21 -0.26 -0.89 0.02
H 3.99941 1.94706 0.71525 -0.12 -0.04 -0.13 -0.22
```
Positions in Å, forces in eV/Å.

Its LUMO energy is 0.19 eV. The frontier orbital gap is 9.6 eV. The spin multiplicity is 1. The HOMO energy is -9.412 eV. For the energy relative to the best compared isomer or geometry (same formula, charge and spin), the calculation gives 68.52 kcal/mol. The total energy is -1081.9279 Ha.

=====

Record 6
Here is an isolated ion of composition C4H8N3 and charge +1 from the Open Molecules 2025 dataset. Energies are from ωB97M-V/def2-TZVPD.

```
15
Properties=species:S:1:pos:R:3:forces:R:3:lowdin_charge:R:1
C 0.93760 3.28194 0.78342 0.68 -1.06 0.95 0.17
C 0.98489 1.92154 0.76192 1.21 1.26 -0.96 -0.15
N -0.03761 1.15622 0.25956 -2.95 1.85 -0.27 0.10
N -0.06959 -0.03739 0.20610 1.25 -2.02 -0.37 0.13
C -0.48093 -1.20992 -0.18541 -0.89 0.21 1.43 -0.30
C -0.33060 -1.73405 -1.60695 -2.16 -3.27 2.63 0.03
N -1.06137 -2.05575 0.76345 1.53 0.40 -3.44 0.17
H 1.75230 3.91811 1.17192 -0.03 -0.96 -0.38 0.10
H 0.10517 3.88755 0.56302 -1.34 0.10 -0.45 0.07
H 1.90658 1.40717 0.81410 1.08 -0.43 0.85 0.10
H -0.09947 -2.90089 -1.31771 -0.03 2.83 -1.82 0.16
H 0.22944 -1.18484 -2.30393 1.52 0.35 -0.41 0.07
H -1.37247 -1.70791 -2.03422 0.77 -0.25 0.56 0.12
H -1.06816 -3.05242 0.51067 -0.34 0.92 0.65 0.13
H -1.39579 -1.68936 1.61405 -0.29 0.06 1.02 0.10
```
Positions in Å, forces in eV/Å.

Its total charge is +1. Its SMILES is C=C/N=N/C(C)=[NH2+]. Its LUMO energy is -5.43 eV. The frontier orbital gap is 8.3 eV. The spin multiplicity is 1. The HOMO energy is -13.690 eV. For the energy relative to the best compared isomer or geometry (same formula, charge and spin), the calculation gives 111.80 kcal/mol. The total energy is -321.1131 Ha.

=====

Number 4 is which compound? C12H38BFNO7

=====

HOMO energy of number 5 (C2H7NO2S2)? -9.412 eV